(1)
Computed, not measured: a molecular structure, C5H9NO at a distorted geometry, with the ωB97M-V functional and the def2-TZVPD basis.

Each line ends with the natural charge from an NBO analysis.
Geometry (Å):
C 1.77553 0.53620 -0.01425  -0.64
C 0.28687 0.08497 0.05687  -0.04
H -2.36091 0.45495 0.79810  0.19
C -0.22952 -0.13339 -1.33870  0.63
N -1.57539 -0.02692 -1.08358  -0.65
H -2.32919 -0.52301 -1.52841  0.41
C 0.15356 -0.95677 1.15671  -0.62
H -0.83172 -1.42381 1.14118  0.21
H 1.99597 1.23342 -0.82722  0.23
H -1.47106 1.80013 0.02269  0.18
H 2.36721 -0.37036 -0.26086  0.23
H 0.93171 -1.72661 1.12716  0.21
H 0.26591 -0.42744 2.11296  0.21
O 0.35035 -0.14704 -2.40167  -0.59
C -1.52393 0.72025 0.11408  -0.17
H 2.19460 0.90545 0.92493  0.21

Its relative energy (zero: lowest compared OMol25 entry of this formula, charge and spin) is 62.5 kcal/mol. As for the calculated total energy: -325.837984 Ha. As for the spin multiplicity: 1. The value obtained for the HOMO energy is -9.112 eV.



(2)
Computed, not measured: a molecular structure, C37H29N11O2PRuSe2, with the ωB97M-V functional and the def2-TZVPD basis.

Each line ends with the Mulliken charge.
Geometry (Å):
C -0.38805 1.01350 5.95806  -1.29
C 3.13364 -3.21156 -2.08525  0.52
H 0.31793 -1.25033 -4.59770  0.34
H -2.10295 -1.57238 -2.36336  0.46
N -1.58544 0.22904 -1.52315  0.70
Se 1.66475 -0.29039 -2.30463  -0.24
C -3.78223 1.34000 -2.75655  -0.43
C 0.44865 -1.42702 3.47557  -1.10
H 6.07371 -3.20334 -3.76631  0.40
N -4.41567 0.27687 4.34413  -0.61
C 3.08643 3.84058 4.97106  -0.61
H 4.81844 2.70407 7.69622  0.44
H 1.13242 3.23762 4.32051  0.25
N 0.86226 1.36975 6.56797  0.77
C -1.22424 1.76716 3.13526  -1.28
C -4.29006 0.11093 3.20513  0.61
H -0.86791 -4.74247 -6.78275  0.39
H 3.36956 2.84815 1.99309  0.65
C 0.09981 -5.09593 -4.90013  -0.63
H 4.92468 -1.16965 2.18750  0.49
C 0.75965 -3.12990 -3.67869  0.63
C 1.06471 2.23411 0.79024  -0.63
C -2.37522 -0.52659 -2.27948  -0.42
H 3.85239 -2.14280 -3.80862  0.37
P 1.51113 -2.40661 -2.19382  0.43
C 2.17655 1.26959 1.22052  0.54
C 2.84638 2.07937 7.06335  0.09
H -0.57237 2.64167 3.18193  0.00
H -1.57706 1.68145 2.11340  -0.21
H 2.81948 -1.92252 1.07894  0.48
C 2.99536 -0.87978 1.31651  -0.52
N -0.13299 -0.45332 2.69423  1.01
C 4.02849 2.82203 6.96776  -0.77
C -3.48622 -0.00440 -2.92037  -0.87
H -4.10671 -0.65152 -3.52410  0.45
H -3.12389 3.17944 -1.81087  0.56
C -0.92934 2.36641 -0.50674  -0.26
C -0.41175 -4.28957 -5.91204  -0.43
N 0.03741 1.61694 0.13175  0.84
H 3.20894 4.54898 4.16183  0.50
C 3.30778 1.78269 1.82894  -0.54
C 0.25208 -2.32751 -4.69102  -0.33
O 1.20055 3.40712 1.06508  -0.70
N -4.19798 -0.04699 1.89103  -0.74
H 0.04235 -6.17327 -4.98082  0.40
N 2.02787 -0.03277 0.98209  0.84
C -0.33482 -2.91099 -5.80771  -0.66
C 0.68334 -4.51875 -3.78752  -0.52
H 2.70598 -4.40205 -0.35330  0.38
N 2.45138 1.13913 7.99438  -0.54
C -3.12689 -0.57346 1.43287  0.71
N -2.18106 -1.06653 0.94251  -0.60
H 4.94120 -5.44973 -0.30183  0.41
N 1.28865 0.72102 7.67534  -0.69
H 6.62788 -4.85162 -2.00581  0.39
C 4.31580 0.90156 2.19431  -0.56
H 5.21031 1.26986 2.67912  0.46
H -0.97235 0.47414 6.70096  0.29
O -1.09810 3.56182 -0.45293  -0.64
H -4.65258 1.77198 -3.23242  0.43
H -0.72872 -2.28278 -6.59592  0.41
C 1.91997 3.11789 5.05204  -0.37
H -2.09153 1.93155 3.77284  0.82
C -0.51524 0.51227 3.50653  0.44
C -2.95188 2.12551 -1.97195  -0.72
N -0.17737 0.19607 4.78331  0.42
H 1.07776 -5.14964 -2.99886  0.35
C 1.82604 2.23118 6.13178  1.29
C 5.33768 -3.46704 -3.01844  -0.63
Ru -0.12812 -0.56924 0.20924  1.16
C 0.42907 -1.04189 4.77351  -0.70
H 5.02369 4.29594 5.79769  0.40
C -1.86199 1.52322 -1.36914  0.19
C 4.16187 -0.44902 1.92797  -0.99
C 4.70423 -4.72724 -1.07187  -0.73
H -0.92498 1.91164 5.66330  0.62
C 4.13047 3.69706 5.91391  -0.66
C 3.44561 -4.13783 -1.09895  -0.15
H 0.77594 -1.51058 5.67796  0.53
C 4.08775 -2.87641 -3.04630  -0.66
H 0.83298 -2.33906 3.05009  0.52
Se 0.26781 -3.04705 -0.51117  -0.52
C 5.64793 -4.39293 -2.02831  -0.44

As for the calculated total energy: -7419.313907 Ha. As for the spin multiplicity: 6. The value obtained for the HOMO energy (alpha / beta) is -7.915 / -8.550 eV.



(3)
Computed, not measured: C5H9NO in the gas phase, with the ωB97M-V functional and the def2-TZVPD basis.

Each line ends with the natural charge from an NBO analysis.
Geometry (Å):
H 0.63413 -1.39947 2.89794  0.24
C 0.65461 0.40524 -2.09890  -0.42
C 0.21648 0.26053 1.62717  0.58
N 0.10833 -0.17666 -0.87381  -0.40
H -0.69566 -1.69075 1.74673  0.23
H 0.96089 -1.69678 1.15311  0.25
H 0.04497 1.79078 0.09471  0.21
O 0.42827 1.08154 2.49585  -0.54
H 1.37588 -0.28655 -2.54233  0.21
C -1.25846 0.13418 -0.54360  -0.23
C 0.28926 -1.22677 1.87718  -0.73
C -0.13515 0.72451 0.24153  -0.19
H -0.13559 0.58933 -2.83557  0.19
H -1.80203 0.82070 -1.19511  0.19
H 1.16822 1.35338 -1.90318  0.19
H -1.85416 -0.68320 -0.14172  0.20

Its relative energy (zero: lowest compared OMol25 entry of this formula, charge and spin) is 47.8 kcal/mol. As for the calculated total energy: -325.861448 Ha. As for the spin multiplicity: 1. The value obtained for the HOMO energy is -9.310 eV.



(4)
Computed, not measured: C6H10 in the gas phase at a distorted geometry, with the ωB97M-V functional and the def2-TZVPD basis.

Each line ends with the natural charge from an NBO analysis.
Geometry (Å):
H 1.70550 0.98778 -1.32152  0.20
C -1.18483 -0.84592 -0.38616  -0.19
H -2.28163 0.91128 0.32134  0.22
H 0.06247 2.22804 0.26946  0.23
H -1.06256 0.30292 1.44156  0.21
H -0.00437 -1.90188 1.00631  0.19
H 1.19160 -0.19629 1.47287  0.18
C -1.28858 0.44352 0.37735  -0.44
H -0.60723 1.67911 -1.27765  0.21
C -0.22194 1.34104 -0.30601  -0.45
C -0.38046 -1.83501 -0.01148  -0.38
H -1.54450 -0.80425 -1.41585  0.19
H 2.71178 -0.39020 0.44360  0.20
H -0.00113 -2.57694 -0.70816  0.20
C 1.15093 0.74210 -0.41924  -0.16
C 1.71366 0.01738 0.54108  -0.41

Its relative energy (zero: lowest compared OMol25 entry of this formula, charge and spin) is 38.0 kcal/mol. As for the calculated total energy: -234.541911 Ha. As for the spin multiplicity: 1. The value obtained for the HOMO energy is -8.831 eV.



(5)
Computed, not measured: CH2BrNO4 in the gas phase at a distorted geometry, with the ωB97M-V functional and the def2-TZVPD basis.

Each line ends with the natural charge from an NBO analysis.
Geometry (Å):
H -0.26972 1.16049 -1.71401  0.50
O -0.69444 0.41878 -1.33425  -0.66
O -1.79214 -0.71905 0.84497  -0.31
Br 0.56531 -2.04650 -0.75193  -0.07
H 1.63439 0.73063 0.68405  0.53
C 0.10629 -0.04894 -0.33623  0.62
O -0.03031 -0.06212 1.87632  -0.38
N -0.68148 -0.26549 0.88025  0.46
O 1.16211 0.83219 -0.14918  -0.69

Its relative energy (zero: lowest compared OMol25 entry of this formula, charge and spin) is 33.8 kcal/mol. As for the calculated total energy: -2968.925219 Ha. As for the spin multiplicity: 1. The value obtained for the HOMO energy is -10.915 eV.